Here is a molecular structure, C4H9N3O in a non-equilibrium geometry from the Open Molecules 2025 dataset. Energies are from the ωB97M-V functional and the def2-TZVPD basis.

Geometry as XYZ:
```
17
Properties=species:S:1:pos:R:3:forces:R:3
H 0.622 -2.748 -1.373 -0.5929 -1.1316 -1.2455
C 0.955 -0.597 -1.472 -2.2508 2.2075 -2.6218
H -1.844 1.585 1.326 2.2574 -1.5747 -2.6897
H 0.473 1.832 2.178 1.6529 0.3829 -0.9568
N 0.901 -1.916 -0.952 1.0465 4.4582 3.5097
H 2.249 2.092 0.975 -3.3251 -1.5858 1.2763
C 0.383 0.832 0.340 0.8215 5.0441 1.7378
H -2.337 -0.729 1.126 0.7363 1.5663 -4.9061
C 1.125 1.646 1.266 -1.1226 -1.7209 -2.2605
H -1.068 -1.159 -1.016 -3.0936 2.6444 2.3954
N 0.901 0.661 -0.980 -0.7744 -5.2002 -0.0246
H 1.478 -1.724 1.192 -4.2999 -0.6748 -3.7925
O 0.467 -1.870 0.420 4.5943 -0.1510 2.5044
H 0.711 -0.562 -2.629 1.6040 -0.5148 2.0584
N -2.194 -0.121 -0.124 3.1441 -3.0613 3.8849
H -1.558 1.717 -0.596 1.4169 -0.3985 1.7156
C -1.265 1.062 0.319 -1.8147 -0.2900 -0.5850
```
Forces are in eV/Å.

Output
ΔE to the lowest compared entry with this formula, charge and spin: 13.168 eV
E_HOMO: -0.3108 hartree
energy: -396.8667 Ha